Entry 1:
7 unconnected molecules or ions with the total composition C32H83ClN5O12 in a non-equilibrium geometry. Source: the Open Molecules 2025 dataset; level of theory: ωB97M-V/def2-TZVPD.

CARTESIAN COORDINATES (ANGSTROEM)
C  0.49829  -2.31292  5.92319
O  -0.00951  -2.97345  4.77125
C  -0.35250  -2.08670  3.72759
C  -0.94015  -3.05750  2.71006
N  -1.88097  -3.98726  3.39998
H  -2.24615  -4.61033  2.64676
H  -1.32875  -4.49332  4.08313
C  -3.07252  -3.26216  3.91165
C  -4.20760  -4.26834  4.23906
O  -4.37553  -4.99177  3.04209
C  -4.88757  -6.36059  3.20427
H  -0.38591  -1.89868  6.48675
H  1.17898  -1.55642  5.78493
H  0.97484  -3.06051  6.50778
H  0.50865  -1.53384  3.24649
H  -1.04472  -1.27330  4.07879
H  -0.16746  -3.72268  2.38667
H  -1.48170  -2.54757  1.90296
H  -3.42294  -2.66441  3.08745
H  -2.87094  -2.57576  4.72759
H  -5.15546  -3.74688  4.28816
H  -3.99364  -4.99714  5.01699
H  -5.97480  -6.34951  3.46429
H  -4.30347  -6.82474  4.01019
H  -4.69148  -6.96589  2.27823
C  6.12216  -2.94699  2.88085
O  4.97172  -2.58483  2.16692
C  5.26308  -1.82005  0.93468
C  3.93684  -1.36808  0.35613
N  2.95053  -2.48860  0.44481
H  2.94313  -2.79702  1.41036
H  2.05055  -2.06665  0.22336
C  3.23481  -3.66129  -0.42008
C  2.09710  -4.69223  -0.35258
O  1.91118  -5.19213  0.97024
C  1.96739  -6.60004  1.05721
H  6.71088  -2.08340  3.18939
H  6.70249  -3.66910  2.32471
H  5.83355  -3.47539  3.76730
H  5.89191  -2.49407  0.27269
H  5.87763  -0.93129  1.16106
H  3.94937  -1.05405  -0.65763
H  3.58764  -0.47655  0.91465
H  4.18631  -4.13503  -0.14659
H  3.38275  -3.35586  -1.44255
H  2.19613  -5.50177  -1.11091
H  1.16001  -4.16898  -0.59296
H  1.65573  -6.78930  2.10095
H  3.04236  -6.91747  0.94477
H  1.26056  -7.13255  0.44305
C  0.32092  4.02940  -9.55427
O  1.35576  4.27338  -8.63858
C  0.89490  4.70097  -7.37233
C  1.91510  4.18691  -6.40208
N  1.87593  4.73579  -5.01334
H  2.87315  4.74467  -4.67643
H  1.71176  5.75383  -5.05352
C  0.84439  4.10696  -4.06146
C  1.53721  2.96049  -3.27533
O  1.96036  2.07447  -4.24835
C  2.39965  0.80948  -3.80431
H  0.60935  4.30112  -10.56975
H  -0.56856  4.60302  -9.23828
H  -0.04258  3.02751  -9.45231
H  -0.13831  4.23698  -7.24392
H  0.77679  5.82618  -7.40908
H  2.86293  4.46245  -6.84699
H  1.99000  3.06251  -6.34024
H  0.10739  3.67007  -4.73143
H  0.40249  4.89038  -3.44324
H  0.66917  2.54257  -2.63542
H  2.28605  3.30112  -2.52282
H  2.61526  0.20437  -4.74025
H  1.53496  0.39135  -3.20258
H  3.34435  0.93222  -3.20326
C  -3.65056  -0.74461  -6.27827
O  -2.88628  -0.65204  -5.07344
C  -2.81702  -1.82589  -4.25767
C  -2.21144  -1.34444  -2.99369
N  -3.01909  -0.17907  -2.44509
H  -3.06587  0.52565  -3.22680
H  -3.97886  -0.57908  -2.23395
C  -2.37096  0.38966  -1.18467
C  -1.50328  1.62859  -1.52090
O  -2.24823  2.46115  -2.43572
C  -3.01854  3.39946  -1.72574
H  -3.66706  -1.76204  -6.62134
H  -3.14247  -0.18048  -7.02499
H  -4.69922  -0.36236  -6.16075
H  -2.18201  -2.53875  -4.62089
H  -3.84410  -2.28668  -4.20016
H  -1.17030  -0.93157  -3.13985
H  -2.07395  -2.14195  -2.23240
H  -1.86152  -0.35737  -0.67138
H  -3.16699  0.59825  -0.46784
H  -0.59378  1.29421  -2.00068
H  -1.24653  2.14651  -0.61552
H  -3.97028  2.93150  -1.40397
H  -3.16991  4.22243  -2.40209
H  -2.46247  3.73562  -0.87428
C  0.34286  5.64087  2.02966
O  -0.67527  4.69828  1.71679
C  -1.56246  4.40030  2.76091
C  -0.94188  3.63063  3.86563
N  -0.28144  2.42596  3.32848
H  -1.20802  1.41815  2.74537
H  0.21548  2.72052  2.49704
C  0.80869  1.92477  4.22816
C  2.06689  2.76927  4.07739
O  2.45452  3.07175  2.79506
C  3.09666  2.03876  2.06639
H  0.91899  5.32876  2.88486
H  -0.09782  6.62096  2.30475
H  0.98695  5.74045  1.13858
H  -2.20948  3.67578  2.26940
H  -2.09531  5.28108  3.13929
H  -1.65686  3.33687  4.64675
H  -0.18349  4.17349  4.47834
H  0.98282  0.85326  4.04391
H  0.41825  1.96751  5.25769
H  2.89759  2.41376  4.70959
H  1.83757  3.74312  4.46868
H  3.90149  2.51461  1.53795
H  2.40673  1.54349  1.32814
H  3.60047  1.41112  2.79824
C  -3.38656  0.72700  3.93307
C  -2.89678  0.22527  2.60158
O  -1.76749  0.70999  2.13762
O  -3.52671  -0.66694  2.02846
H  -2.88311  1.59572  4.30725
H  -3.16764  -0.08258  4.60035
H  -4.46851  0.88112  3.92067
Cl  0.70234  -1.48365  -0.92051

Properties
Largest force on an atom in eV/A: 3.567
Charge: +3
LUMO in eV: -5.7208
Multiplicity: 1
Molecular weight in g mol⁻¹: 765.49
Calculated total energy in eV: -79044.8418

=====

Entry 2:
A gas-phase ion, C6H8IN3O (charge +2) in a non-equilibrium geometry. Source: the Open Molecules 2025 dataset; level of theory: ωB97M-V/def2-TZVPD.

CARTESIAN COORDINATES (ANGSTROEM)
N  1.56060  -0.97276  -0.87613
C  0.64459  -0.17898  -0.37839
N  0.68810  1.14166  -0.59962
C  -0.32060  1.89927  -0.10773
N  -1.32125  1.38765  0.53378
C  -1.44491  0.12830  1.04861
C  -2.61021  -0.79646  0.22055
I  -4.43048  0.10471  -0.17259
C  -2.03608  -1.96489  -0.06123
O  -0.73872  -2.00045  0.21600
C  -0.21071  -0.76458  0.70185
H  1.50550  -1.91289  -0.45251
H  2.17664  -0.68537  -1.69434
H  1.15377  1.45818  -1.50853
H  -0.32766  2.98727  -0.22329
H  -1.88744  2.08123  0.93074
H  -1.66656  0.26999  2.18762
H  -2.44512  -2.95972  -0.29593
H  0.50643  -0.88192  1.57706

Properties
Largest force on an atom in eV/A: 4.927
Charge: +2
LUMO in eV: -9.7227
Structure (SMILES): [NH2+]=C1[NH+]=CN[C@H]2C(I)=CO[C@@H]12
Energy relative to the best compared isomer or geometry (same formula, charge and spin) in kJ/mol: 0.00
Multiplicity: 1
Molecular weight in g mol⁻¹: 265.05
Calculated total energy in eV: -20950.6889

=====

Entry 3:
A molecular structure, C4H8O2 in a non-equilibrium geometry. Source: the Open Molecules 2025 dataset; level of theory: ωB97M-V/def2-TZVPD.

CARTESIAN COORDINATES (ANGSTROEM)
C  1.52248  0.13876  -0.26917
C  0.14214  -0.14147  0.32218
O  0.35807  -0.79311  1.54924
C  -0.80494  -0.79191  -0.69718
O  -1.42779  0.44345  -1.04555
C  -0.86223  1.02730  0.23828
H  1.44341  0.62849  -1.24455
H  2.05183  -0.81392  -0.40794
H  2.13277  0.75925  0.39610
H  -0.41192  -0.63591  2.10620
H  -1.45269  -1.53536  -0.20139
H  -0.37207  -1.18513  -1.60904
H  -1.90530  0.84690  0.50334
H  -0.41380  2.03135  0.14187

Properties
Largest force on an atom in eV/A: 3.288
Charge: 0
LUMO in eV: 0.8712
Energy relative to the best compared isomer or geometry (same formula, charge and spin) in kJ/mol: 291.99
Multiplicity: 1
Molecular weight in g mol⁻¹: 88.11
Calculated total energy in eV: -8370.2554

=====

Entry 4:
A gas-phase ion, C8H18N4 (charge +2) in a non-equilibrium geometry. Source: the Open Molecules 2025 dataset; level of theory: ωB97M-V/def2-TZVPD.

CARTESIAN COORDINATES (ANGSTROEM)
C  -0.39777  2.84548  -0.40893
C  0.00373  1.48507  -0.35519
C  0.54596  0.99041  -1.76997
N  -0.70218  0.50253  -2.54401
C  -1.45345  -0.49238  -1.79314
C  -1.75678  -0.07246  -0.38245
N  -0.39817  0.20528  0.34417
C  0.24001  -0.91110  0.93600
C  -0.22388  -2.34892  0.69519
N  1.17536  -0.58828  1.79271
C  1.53895  0.71573  2.05976
N  2.01826  -1.61880  2.17958
H  -0.16772  3.54498  -1.23636
H  -0.86636  3.16184  0.59490
H  1.03911  1.66197  -2.27640
H  1.03813  0.06871  -1.56977
H  -1.30222  1.48813  -2.61965
H  -0.46908  0.02280  -3.46315
H  -0.94916  -1.45604  -1.89017
H  -2.35996  -0.80434  -2.24034
H  -2.25059  0.85559  -0.24222
H  -2.21351  -0.74306  0.27729
H  -1.14845  -2.46811  -0.03167
H  -0.49290  -2.69223  1.60627
H  0.59342  -3.04631  0.38713
H  1.96015  1.35792  1.34305
H  0.57473  1.23222  2.20020
H  2.10413  0.81808  2.95760
H  2.83787  -1.35200  2.75175
H  1.48239  -2.36271  2.69781

Properties
Largest force on an atom in eV/A: 6.996
Charge: +2
LUMO in eV: -6.8948
Structure (SMILES): C=C1C[NH2+]CCN1/C(C)=[N+](\C)N
Energy relative to the best compared isomer or geometry (same formula, charge and spin) in kJ/mol: 451.65
Multiplicity: 1
Molecular weight in g mol⁻¹: 170.26
Calculated total energy in eV: -14527.2653

=====

Entry 5:
A molecular structure, C17H27AuN7O2Si. Source: the Open Molecules 2025 dataset; level of theory: ωB97M-V/def2-TZVPD.

CARTESIAN COORDINATES (ANGSTROEM)
Au  -0.52690  -0.22099  0.75603
N  0.76611  0.69328  -1.20538
N  1.22247  1.91810  -0.71682
C  0.53520  2.57637  0.24418
N  0.81323  3.85480  0.41919
N  -0.37690  1.86816  0.92861
N  -1.38447  2.52969  1.63760
O  -1.34713  3.74278  1.76292
O  -2.24032  1.81527  2.08600
H  1.51804  0.01413  -1.19668
H  0.38080  0.79446  -2.13973
H  1.91963  2.42401  -1.23996
H  1.44996  4.33108  -0.19680
H  0.30032  4.36889  1.11950
C  -3.37814  0.83404  -1.09805
N  -2.53438  -0.26569  -0.66541
C  -2.84341  -1.48581  -0.83865
C  -1.96220  -2.50225  -0.34360
C  -2.00561  -3.88019  -0.39612
C  -0.83985  -4.35912  0.23621
C  -0.12721  -3.25799  0.65572
N  -0.79050  -2.12728  0.28436
C  -2.50753  1.81116  -1.85894
C  -1.72642  1.37380  -2.92558
C  -0.87811  2.25160  -3.58620
C  -0.79629  3.58140  -3.18305
C  -1.57220  4.02528  -2.12156
C  -2.42291  3.14115  -1.46380
H  -3.75858  1.34119  -0.20987
H  -4.23804  0.49007  -1.68401
H  -3.76917  -1.78883  -1.33571
H  -2.77530  -4.47013  -0.87090
H  -0.53887  -5.38841  0.34727
H  0.81712  -3.20816  1.17634
H  -1.78423  0.33751  -3.24090
H  -0.29155  1.90454  -4.42886
H  -0.14632  4.27051  -3.70844
H  -1.52705  5.06216  -1.80986
H  -3.02810  3.49165  -0.63323
C  0.38942  1.90259  4.04396
Si  0.43609  0.03436  4.02005
C  2.18201  -0.54320  3.68952
C  -0.21213  -0.61399  5.64456
C  -0.65848  -0.83765  2.74862
H  0.83041  2.23444  4.98826
H  -0.62597  2.30104  4.01323
H  0.98361  2.35184  3.24216
H  2.82044  -0.37813  4.56123
H  2.63173  -0.00404  2.85049
H  2.20990  -1.61174  3.45910
H  0.44515  -0.30813  6.46290
H  -0.26992  -1.70523  5.65426
H  -1.21036  -0.22003  5.85223
H  -1.73819  -0.79653  2.90538
H  -0.35263  -1.88523  2.73562

Properties
Largest force on an atom in eV/A: 0.541
Charge: +1
LUMO in eV: -3.5835
Energy relative to the best compared isomer or geometry (same formula, charge and spin) in kJ/mol: 12.98
Multiplicity: 1
Molecular weight in g mol⁻¹: 586.50
Calculated total energy in eV: -44153.3000

=====

Entry 6:
A single C19H27FN2O3S molecule. Source: the Open Molecules 2025 dataset; level of theory: ωB97M-V/def2-TZVPD.

CARTESIAN COORDINATES (ANGSTROEM)
O  -0.66271  0.28880  -1.59403
C  -0.95349  -0.63311  -0.85982
N  -2.04267  -0.61891  -0.06292
C  -2.97566  0.48548  0.00460
C  -3.10868  1.00873  1.44482
C  -4.34142  0.29807  1.99618
C  -5.29731  0.32071  0.80671
C  -4.39833  0.04145  -0.40275
C  -0.11317  -1.90103  -0.72332
C  0.63071  -1.84169  0.62380
C  1.87880  -2.71760  0.57938
C  2.91069  -2.16204  -0.41615
C  3.95380  -1.27064  0.27618
N  3.34738  -0.19307  1.02802
S  3.75502  1.39420  0.71056
O  4.78335  1.43701  -0.28740
O  3.97172  2.02994  1.97972
C  2.23613  2.03821  0.02309
C  1.18399  2.28556  0.88342
C  -0.00334  2.78497  0.38048
C  -0.10003  3.01329  -0.98252
F  -1.25105  3.50984  -1.46699
C  0.94932  2.77093  -1.85189
C  2.13253  2.27481  -1.33397
C  2.21216  -1.38746  -1.53899
C  0.87312  -2.02152  -1.89262
H  -2.24275  -1.41656  0.51912
H  -2.57639  1.24401  -0.67084
H  -2.20669  0.81507  2.02447
H  -3.28812  2.08379  1.42627
H  -4.75293  0.79348  2.87396
H  -4.09876  -0.73151  2.26638
H  -5.74366  1.31181  0.71935
H  -6.10121  -0.40773  0.89975
H  -4.38883  -1.02474  -0.63435
H  -4.74065  0.56891  -1.29036
H  -0.78738  -2.76470  -0.73028
H  0.92736  -0.81285  0.83387
H  -0.02823  -2.17422  1.42934
H  2.32284  -2.78168  1.57414
H  1.58731  -3.72816  0.28531
H  3.46051  -3.00314  -0.85180
H  4.58880  -0.80062  -0.47886
H  4.59001  -1.88016  0.92694
H  3.26050  -0.34869  2.01740
H  1.31621  2.10226  1.93780
H  -0.84457  2.99538  1.02108
H  0.82565  2.95603  -2.90602
H  2.98441  2.07211  -1.96333
H  2.03732  -0.35919  -1.22334
H  2.85628  -1.35975  -2.41877
H  0.44981  -1.51261  -2.75955
H  1.02232  -3.07149  -2.15125

Properties
Largest force on an atom in eV/A: 0.869
Charge: 0
LUMO in eV: 0.4978
Structure (SMILES): O=C(NC1CCCC1)[C@H]1CC[C@@H](CNS(=O)(=O)c2ccc(F)cc2)CC1
Energy relative to the best compared isomer or geometry (same formula, charge and spin) in kJ/mol: 0.00
Multiplicity: 1
Molecular weight in g mol⁻¹: 382.50
Calculated total energy in eV: -42817.4958

=====

Entry 7:
2 unconnected molecules or ions with the total composition C2H5IN2 in a non-equilibrium geometry. Source: the Open Molecules 2025 dataset; level of theory: ωB97M-V/def2-TZVPD.

CARTESIAN COORDINATES (ANGSTROEM)
C  1.52853  -2.30590  -0.15550
C  -0.50211  0.46003  -0.30663
N  0.60696  -1.55899  -0.23723
N  -0.40618  -0.92553  0.03581
I  -4.82123  0.28831  0.10350
H  -3.50199  -0.28660  -0.66500
H  1.94584  -3.08048  -0.72299
H  -1.48325  0.57772  -0.96123
H  -0.84026  1.02780  0.67297
H  0.32941  0.77132  -0.75281

Properties
Largest force on an atom in eV/A: 6.751
Charge: 0
LUMO in eV: 0.5851
Energy relative to the best compared isomer or geometry (same formula, charge and spin) in kJ/mol: 252.63
Multiplicity: 1
Molecular weight in g mol⁻¹: 183.98
Calculated total energy in eV: -13231.8339

=====

Entry 8:
A single C8H15NO4S molecule in a non-equilibrium geometry. Source: the Open Molecules 2025 dataset; level of theory: ωB97M-V/def2-TZVPD.

CARTESIAN COORDINATES (ANGSTROEM)
C  -1.52029  1.06534  -3.29067
C  -0.79453  -0.08919  -2.59719
O  -0.57331  0.44789  -1.26353
C  0.10789  -0.21917  -0.37100
C  1.50132  -0.78430  -0.48943
C  1.19604  0.19567  0.61747
C  1.68449  1.65957  0.43274
C  1.29446  -0.34685  1.99329
C  0.13689  -0.19235  2.94627
O  -0.83635  -1.14480  2.70132
S  -1.76212  -0.90934  1.44204
O  -1.99724  0.47866  1.35670
O  -2.78224  -1.85269  1.61641
N  -0.75755  -1.48997  0.22492
H  -2.52867  0.88346  -2.99737
H  -1.19807  2.08655  -2.94058
H  -1.40303  0.93941  -4.41238
H  0.09079  -0.18002  -3.10416
H  -1.23606  -1.03160  -2.39543
H  2.05755  -0.63581  -1.44767
H  1.72890  -1.85193  -0.25561
H  1.60191  1.91463  -0.59202
H  2.59220  1.66075  0.87128
H  0.97255  2.27891  0.78642
H  2.22935  -0.15250  2.55506
H  1.35245  -1.38953  2.06640
H  0.41455  -0.30495  4.12595
H  -0.13471  0.80641  2.80816
H  -1.43718  -1.84226  -0.38742

Properties
Largest force on an atom in eV/A: 6.123
Charge: 0
LUMO in eV: 0.6760
Structure (SMILES): CCO[C@@]12C[C@]1(C)CCOS(=O)(=O)N2
Energy relative to the best compared isomer or geometry (same formula, charge and spin) in kJ/mol: 436.03
Multiplicity: 1
Molecular weight in g mol⁻¹: 221.28
Calculated total energy in eV: -29050.4625